{"formula": "C36H86N2O8", "method": "ωB97M-V/def2-TZVPD", "smiles": "CC1(C)CCCC(C)(C)N1O.CC1(C)CCCC(C)(C)N1O.CC(C)O.CC(C)O.CC(C)O.CC(C)O.CC(C)O.CC(C)O", "de_lowest_kj_mol": 482.5, "e_tot_ha": -2134.4127, "orbital_gap_ev": 8.65, "lumo_energy_ev": 0.388, "molar_mass_da": 675.1, "multiplicity": 1, "total_charge": 0, "symbols": ["C", "C", "C", "O", "H", "H", "H", "H", "H", "H", "H", "H", "C", "C", "C", "O", "H", "H", "H", "H", "H", "H", "H", "H", "C", "C", "C", "O", "H", "H", "H", "H", "H", "H", "H", "H", "C", "C", "C", "O", "H", "H", "H", "H", "H", "H", "H", "H", "C", "C", "C", "O", "H", "H", "H", "H", "H", "H", "H", "H", "C", "C", "C", "O", "H", "H", "H", "H", "H", "H", "H", "H", "C", "C", "C", "C", "C", "C", "N", "O", "C", "C", "C", "H", "H", "H", "H", "H", "H", "H", "H", "H", "H", "H", "H", "H", "H", "H", "H", "H", "H", "H", "C", "C", "C", "C", "C", "C", "N", "O", "C", "C", "C", "H", "H", "H", "H", "H", "H", "H", "H", "H", "H", "H", "H", "H", "H", "H", "H", "H", "H", "H"], "positions_angstrom": [[-5.349, -2.430, 1.381], [-6.131, -1.481, 2.218], [-5.228, -0.529, 2.815], [-6.978, -0.790, 1.271], [-5.965, -3.190, 0.901], [-4.758, -3.083, 2.024], [-4.560, -1.975, 0.781], [-6.756, -1.957, 2.974], [-4.667, 0.073, 2.100], [-4.387, -1.013, 3.312], [-5.804, 0.212, 3.369], [-7.670, -0.404, 1.813], [3.706, -0.177, 5.043], [3.081, 1.081, 4.495], [2.307, 1.927, 5.536], [4.224, 1.903, 4.073], [3.983, -0.921, 4.296], [2.975, -0.598, 5.734], [4.679, -0.045, 5.515], [2.344, 0.808, 3.740], [1.328, 1.542, 5.819], [2.161, 2.950, 5.189], [2.857, 2.087, 6.464], [4.582, 2.146, 4.930], [-4.817, -2.966, -3.908], [-5.182, -4.139, -2.988], [-5.372, -3.649, -1.604], [-6.389, -4.813, -3.371], [-5.690, -2.327, -4.038], [-4.465, -3.196, -4.913], [-4.083, -2.341, -3.398], [-4.378, -4.874, -3.036], [-5.718, -4.410, -0.903], [-6.103, -2.842, -1.568], [-4.512, -3.186, -1.122], [-7.136, -4.211, -3.379], [-2.410, 4.288, -1.828], [-3.314, 5.530, -2.223], [-3.116, 6.080, -3.613], [-4.650, 5.395, -1.899], [-1.341, 4.483, -1.915], [-2.479, 3.502, -2.580], [-2.686, 3.854, -0.867], [-2.996, 6.318, -1.540], [-3.386, 5.227, -4.236], [-2.073, 6.335, -3.799], [-3.731, 6.966, -3.771], [-5.163, 6.034, -2.399], [2.076, -3.020, 4.172], [1.067, -2.891, 5.327], [-0.354, -3.208, 4.841], [1.389, -3.802, 6.369], [1.964, -3.924, 3.574], [3.106, -2.990, 4.526], [2.023, -2.167, 3.496], [0.926, -1.888, 5.730], [-0.711, -2.633, 3.986], [-1.061, -3.115, 5.665], [-0.473, -4.215, 4.441], [1.390, -4.680, 5.980], [-0.695, -4.850, 1.756], [-0.843, -5.864, 0.595], [-1.596, -5.292, -0.534], [0.541, -6.331, 0.118], [-1.580, -4.535, 2.309], [-0.213, -3.992, 1.287], [0.055, -5.132, 2.496], [-1.420, -6.740, 0.892], [-2.661, -5.409, -0.337], [-1.540, -5.730, -1.531], [-1.451, -4.215, -0.620], [1.056, -5.557, -0.123], [5.673, 1.897, -0.166], [4.662, 1.958, -1.354], [3.913, 3.245, -1.242], [4.675, 4.536, -1.614], [5.249, 4.274, -3.027], [6.057, 2.960, -3.196], [5.258, 1.823, -2.695], [5.936, 0.673, -2.842], [6.345, 2.704, -4.643], [7.469, 3.180, -2.620], [3.500, 0.808, -1.219], [6.574, 1.340, -0.421], [5.080, 1.417, 0.613], [5.840, 2.918, 0.177], [3.032, 3.361, -1.873], [3.361, 3.216, -0.303], [5.424, 4.859, -0.891], [4.031, 5.414, -1.676], [5.819, 5.189, -3.190], [4.409, 4.202, -3.718], [7.141, 3.283, -5.112], [6.602, 1.672, -4.883], [5.415, 2.885, -5.182], [7.928, 4.154, -2.792], [7.496, 3.142, -1.531], [8.070, 2.312, -2.891], [2.975, 0.786, -0.264], [3.812, -0.220, -1.404], [2.750, 0.994, -1.987], [5.407, 0.197, -3.487], [-0.223, 1.904, 0.702], [-0.965, 0.459, 0.522], [-2.510, 0.475, 0.299], [-3.019, 0.681, -1.130], [-2.301, -0.326, -1.989], [-0.678, -0.286, -1.861], [-0.354, -0.535, -0.445], [0.988, -0.840, -0.229], [-0.065, -1.379, -2.720], [-0.268, 1.111, -2.331], [-0.759, -0.289, 1.901], [-0.323, 2.586, -0.142], [0.856, 1.751, 0.707], [-0.571, 2.511, 1.537], [-2.883, -0.470, 0.694], [-2.898, 1.197, 1.017], [-2.878, 1.734, -1.371], [-4.096, 0.523, -1.190], [-2.655, -0.226, -3.015], [-2.693, -1.241, -1.546], [-0.419, -1.131, -3.721], [1.019, -1.314, -2.623], [-0.362, -2.372, -2.385], [-0.021, 1.030, -3.389], [-0.989, 1.922, -2.219], [0.650, 1.549, -1.940], [0.288, -0.517, 2.103], [-1.341, -1.206, 1.813], [-1.244, 0.149, 2.774], [1.027, -1.642, 0.298]]}



{"formula": "C28H44BrIrN3P2S", "method": "ωB97M-V/def2-TZVPD", "e_tot_ha": -5014.9874, "orbital_gap_ev": [4.95, 3.66], "lumo_energy_ev": [-12.386, -15.476], "s2": 8.789, "molar_mass_da": 788.8, "multiplicity": 6, "total_charge": 4, "symbols": ["C", "C", "C", "C", "N", "C", "C", "C", "C", "C", "C", "C", "C", "C", "Ir", "P", "H", "H", "H", "H", "H", "H", "H", "H", "C", "C", "H", "H", "H", "H", "H", "C", "C", "H", "H", "H", "H", "H", "C", "C", "H", "H", "H", "H", "H", "Br", "P", "C", "C", "H", "H", "H", "H", "H", "C", "C", "H", "H", "H", "H", "H", "C", "C", "H", "H", "H", "H", "H", "S", "C", "N", "C", "C", "N", "H", "H", "H", "H", "H", "H"], "positions_angstrom": [[2.534, 4.443, -0.812], [1.623, 3.629, -1.541], [1.661, 3.652, -2.975], [2.674, 4.430, -3.554], [3.538, 5.060, -2.828], [3.521, 5.125, -1.545], [0.604, 2.944, -0.769], [-0.203, 2.739, 0.141], [-1.302, 2.338, 0.907], [-1.374, 1.030, 1.596], [-2.708, 0.561, 1.809], [-3.740, 1.251, 1.209], [-3.692, 2.608, 0.960], [-2.431, 3.228, 0.899], [-1.116, -1.163, 0.973], [1.159, -0.747, 0.251], [0.855, 3.124, -3.535], [2.369, 4.545, 0.284], [2.704, 4.449, -4.623], [4.234, 5.669, -0.954], [-2.247, 4.299, 0.705], [-0.516, 0.636, 2.230], [-4.586, 3.217, 0.837], [-2.814, -0.446, 2.235], [2.008, -2.407, 0.265], [3.333, -2.666, -0.489], [1.265, -3.111, -0.141], [2.127, -2.716, 1.318], [3.701, -3.696, -0.311], [3.224, -2.604, -1.582], [4.174, -2.035, -0.167], [1.487, -0.244, -1.536], [2.850, 0.359, -1.833], [0.665, 0.446, -1.779], [1.358, -1.137, -2.165], [2.989, 0.488, -2.913], [2.945, 1.360, -1.405], [3.692, -0.275, -1.531], [2.189, 0.486, 1.215], [3.712, 0.212, 1.250], [1.811, 0.502, 2.252], [2.003, 1.503, 0.822], [4.259, 0.934, 1.886], [3.945, -0.781, 1.662], [4.205, 0.318, 0.271], [-5.193, -0.047, 0.581], [-1.873, -1.738, -1.124], [-0.740, -2.548, -2.281], [-1.070, -3.861, -3.039], [0.188, -2.711, -1.708], [-0.501, -1.791, -3.055], [-0.155, -4.234, -3.566], [-1.386, -4.671, -2.349], [-1.849, -3.725, -3.823], [-3.032, -2.973, -0.290], [-4.390, -3.317, -0.923], [-3.171, -2.509, 0.723], [-2.428, -3.891, -0.133], [-4.943, -3.964, -0.216], [-4.998, -2.411, -1.099], [-4.237, -3.881, -1.859], [-2.557, -0.429, -2.163], [-3.092, -0.827, -3.586], [-1.708, 0.276, -2.307], [-3.352, 0.098, -1.610], [-3.615, 0.030, -4.068], [-2.271, -1.116, -4.276], [-3.814, -1.669, -3.544], [-0.381, -2.217, 2.852], [-0.131, -1.034, 4.143], [1.060, -0.730, 4.694], [1.017, 0.563, 5.373], [-0.447, 0.839, 5.508], [-1.032, -0.156, 4.614], [1.893, -1.228, 4.386], [1.490, 1.322, 4.750], [1.534, 0.614, 6.329], [-0.733, 1.835, 5.195], [-0.775, 0.718, 6.537], [-2.000, -0.170, 4.347]]}



{"formula": "C29H34As2CdCl2N2O3S2", "method": "ωB97M-V/def2-TZVPD", "de_lowest_kj_mol": 23.3, "e_tot_ha": -7816.7829, "orbital_gap_ev": 8.19, "lumo_energy_ev": 0.617, "molar_mass_da": 855.9, "multiplicity": 1, "total_charge": 0, "symbols": ["Cd", "C", "C", "C", "C", "C", "C", "C", "S", "O", "O", "N", "C", "C", "C", "C", "C", "N", "H", "H", "H", "H", "H", "H", "H", "H", "H", "H", "H", "Cl", "C", "C", "C", "C", "C", "Cl", "C", "S", "H", "H", "H", "C", "As", "C", "C", "C", "C", "C", "C", "C", "As", "C", "C", "H", "H", "H", "H", "H", "H", "H", "H", "H", "H", "H", "H", "H", "H", "H", "H", "C", "O", "H", "H", "H", "H"], "positions_angstrom": [[-0.063, -0.201, -0.591], [1.024, -3.599, 6.517], [1.314, -2.713, 5.338], [1.794, -1.421, 5.510], [2.090, -0.616, 4.419], [1.892, -1.106, 3.137], [1.418, -2.398, 2.942], [1.134, -3.189, 4.040], [2.230, -0.088, 1.736], [2.566, -0.974, 0.643], [3.205, 0.889, 2.157], [0.836, 0.580, 1.301], [0.212, 1.603, 2.002], [0.818, 2.388, 2.998], [0.083, 3.385, 3.600], [-1.232, 3.617, 3.213], [-1.740, 2.814, 2.214], [-1.057, 1.831, 1.623], [1.046, -3.038, 7.451], [1.763, -4.399, 6.590], [0.044, -4.068, 6.426], [1.950, -1.040, 6.512], [2.494, 0.376, 4.563], [1.284, -2.775, 1.938], [0.767, -4.197, 3.886], [1.855, 2.237, 3.251], [0.543, 3.997, 4.366], [-1.837, 4.394, 3.658], [-2.759, 2.962, 1.865], [-1.568, -1.844, 1.242], [-2.308, -3.000, 0.154], [-3.188, -3.883, 0.759], [-3.834, -4.841, -0.001], [-3.585, -4.897, -1.362], [-2.701, -4.003, -1.939], [-2.458, -4.155, -3.655], [-2.015, -3.008, -1.218], [-0.920, -1.953, -2.097], [-3.355, -3.808, 1.824], [-4.522, -5.536, 0.460], [-4.069, -5.631, -1.990], [3.286, -1.127, -2.785], [2.202, 0.354, -2.165], [3.581, 1.577, -1.550], [1.622, 1.204, -3.818], [2.347, 1.043, -4.996], [1.909, 1.608, -6.183], [0.735, 2.345, -6.201], [0.009, 2.517, -5.033], [0.437, 1.954, -3.833], [-0.600, 2.186, -2.183], [-2.343, 2.674, -2.872], [0.039, 3.949, -1.645], [4.173, -0.776, -3.311], [2.687, -1.763, -3.434], [3.583, -1.692, -1.903], [4.301, 1.746, -2.351], [4.072, 1.138, -0.683], [3.133, 2.524, -1.253], [3.261, 0.461, -4.996], [2.480, 1.467, -7.092], [0.382, 2.784, -7.126], [-0.908, 3.093, -5.071], [-2.293, 3.587, -3.465], [-2.998, 2.824, -2.016], [-2.740, 1.855, -3.470], [0.023, 4.625, -2.499], [1.054, 3.875, -1.257], [-0.605, 4.332, -0.854], [-3.956, -0.030, -0.368], [-2.711, 0.648, -0.406], [-4.795, 0.670, -0.300], [-4.012, -0.733, 0.466], [-4.041, -0.592, -1.297], [-2.466, 0.982, 0.470]]}